one) DFT (ωB97M-V/def2-TZVPD) results for a cluster of 2 separate species, C2H6NO3 in total.

The geometry in ORCA input format:
```
! wB97M-V def2-TZVPD RIJCOSX def2/J DEFGRID3
* xyz -1 1
O -2.419 0.740 0.744
C -1.332 0.247 0.437
O -0.790 -0.754 1.013
C -0.523 0.922 -0.704
N 0.933 0.981 -0.670
H -0.838 1.950 -0.878
H -0.841 0.316 -1.571
H 1.161 1.798 -0.112
H 1.403 0.293 -0.094
H 1.080 -2.920 0.743
H 0.721 -1.468 0.676
O 1.445 -2.104 0.416
*
```

Calculated values
**Gap between HOMO and LUMO**: 8.513 eV
**Lowest unoccupied orbital energy**: 4.30 eV

Atomic partial charges in e from the Löwdin method, atoms 1 to 5:
1. O -0.060
2. C -0.714
3. O -0.107
4. C -0.224
5. N -0.018

two) DFT (ωB97M-V/def2-TZVPD) results for a structure of composition C2H6NO3.

The geometry in ORCA input format:
```
! wB97M-V def2-TZVPD RIJCOSX def2/J DEFGRID3
* xyz -1 1
O -1.561 -0.629 -0.968
C -0.644 -0.294 -0.225
N 0.352 0.533 -0.280
C 1.435 1.718 0.698
O 2.031 2.764 0.345
H -0.293 -1.063 0.544
H 1.236 0.337 -0.845
H 2.064 0.858 0.917
H 0.604 1.795 1.455
H -0.721 -2.843 0.106
H -1.937 -2.330 0.117
O -1.490 -3.263 0.228
*
```

Calculated values
**Gap between HOMO and LUMO**: 8.084 eV
**Lowest unoccupied orbital energy**: 4.08 eV

Atomic partial charges in e from the Löwdin method, atoms 1 to 5:
1. O -0.034
2. C -0.547
3. N -0.049
4. C -0.431
5. O -0.173

Quick look at relative energies in kcal/mol: one) 0.0; two) 100.0.

one) DFT (ωB97M-V/def2-TZVPD) results for an isolated molecule of C2H9NO2Si2.

The geometry in ORCA input format:
```
! wB97M-V def2-TZVPD RIJCOSX def2/J DEFGRID3
* xyz 0 1
C 2.235 -0.565 -1.233
C 1.941 -0.211 -0.017
N 0.356 0.624 0.249
O -0.079 0.999 -0.987
O -0.528 -0.346 0.747
Si -1.613 0.894 -1.554
Si -0.808 -0.536 2.354
H 3.165 -1.056 -1.481
H 1.558 -0.365 -2.051
H 2.402 -0.305 0.939
H -1.321 1.543 -2.823
H -2.536 1.636 -0.694
H -2.082 -0.482 -1.684
H -2.172 -1.040 2.301
H -0.656 0.733 3.051
H 0.137 -1.523 2.884
*
```

Calculated values
**Gap between HOMO and LUMO**: 9.573 eV
**Lowest unoccupied orbital energy**: 0.95 eV

Atomic partial charges in e from the Löwdin method, atoms 1 to 5:
1. C -0.007
2. C -0.003
3. N -0.155
4. O -0.389
5. O -0.437

two) DFT (ωB97M-V/def2-TZVPD) results for an isolated molecule of C2H9NO2Si2.

The geometry in ORCA input format:
```
! wB97M-V def2-TZVPD RIJCOSX def2/J DEFGRID3
* xyz 0 1
C -0.289 -2.954 -0.538
C -0.308 -1.821 0.111
N 0.022 -0.356 -0.681
O -1.123 0.367 -0.512
O 1.170 0.139 -0.053
Si -1.641 1.274 0.795
Si 1.937 1.495 -0.330
H -0.364 -3.957 -0.236
H -0.060 -2.976 -1.565
H -0.841 -1.586 0.979
H -2.980 1.176 0.290
H -0.970 2.579 0.662
H -1.162 0.703 1.980
H 2.994 1.418 0.746
H 1.345 2.801 0.040
H 2.269 1.699 -1.689
*
```

Calculated values
**Gap between HOMO and LUMO**: 9.611 eV
**Lowest unoccupied orbital energy**: 0.84 eV

Atomic partial charges in e from the Löwdin method, atoms 1 to 5:
1. C 0.027
2. C -0.038
3. N -0.165
4. O -0.379
5. O -0.362

Quick look at relative energies in kcal/mol: one) 0.0; two) 18.6.